Formula: C36H45N10O2ReS2Si
Source: the Open Molecules 2025 dataset
Level of theory: wB97M-V/def2-TZVPD

**HOMO energy (spin up / spin down)**: -10.1181 / -10.1938 eV
**<S²>**: 0.76
**Total charge**: +1
**Energy relative to the best compared isomer or geometry (same formula, charge and spin)**: 56.70 kJ/mol
**LUMO level (spin up / spin down)**: -0.12455 / -0.12608 Ha
**Frontier orbital gap (spin up / spin down)**: 6.73 / 6.76 eV
**Multiplicity**: 2
**DFT total energy**: -3260.87875 Eh

Cartesian coordinates (Å):
Re  0.380  -0.490  -0.645
C  -0.533  1.677  3.087
C  -0.285  1.386  1.636
N  -0.248  0.154  1.215
N  -0.481  -0.836  2.203
C  0.170  -1.918  2.008
S  1.250  -2.200  0.638
S  -0.141  -3.257  3.133
C  1.292  -3.069  4.247
C  2.617  -3.066  3.546
C  3.050  -4.176  2.827
C  4.252  -4.144  2.141
C  5.038  -2.998  2.162
C  4.619  -1.892  2.887
C  3.416  -1.931  3.579
C  -0.068  2.530  0.726
C  -0.105  3.816  1.301
C  0.011  4.973  0.564
C  0.166  4.885  -0.814
C  0.225  3.647  -1.415
C  0.128  2.463  -0.678
O  0.268  1.344  -1.398
H  -0.747  0.770  3.634
H  -1.372  2.366  3.188
H  0.355  2.143  3.518
H  1.191  -3.929  4.911
H  1.156  -2.168  4.845
H  2.428  -5.063  2.787
H  4.578  -5.014  1.586
H  5.978  -2.974  1.625
H  5.231  -1.001  2.914
H  3.091  -1.073  4.162
H  -0.231  3.915  2.367
H  -0.027  5.933  1.059
H  0.252  5.781  -1.416
H  0.361  3.549  -2.485
N  3.464  -2.154  -4.813
N  2.472  -1.485  -4.132
N  1.486  -0.882  -4.757
C  0.739  -0.483  -3.741
N  1.278  -0.855  -2.572
N  2.399  -1.503  -2.843
H  3.573  -1.705  -5.715
H  4.319  -2.099  -4.270
H  -0.177  0.075  -3.833
C  7.345  2.502  3.124
C  6.457  1.268  3.079
N  5.187  1.449  3.775
C  5.234  1.528  5.240
C  4.929  2.923  5.763
C  3.964  1.395  3.211
O  2.932  1.371  3.875
C  3.811  1.375  1.711
C  4.473  2.186  0.804
C  4.077  2.161  -0.526
C  3.017  1.361  -0.896
N  2.363  0.582  -0.023
C  2.774  0.583  1.243
H  8.262  2.326  2.562
H  7.624  2.748  4.149
H  6.839  3.371  2.700
H  6.972  0.424  3.547
H  6.258  0.972  2.051
H  6.232  1.209  5.543
H  4.516  0.813  5.642
H  5.640  3.654  5.379
H  4.984  2.933  6.852
H  3.923  3.224  5.472
H  5.268  2.847  1.124
H  4.557  2.787  -1.265
H  2.631  1.375  -1.908
H  2.235  -0.034  1.942
C  -3.656  -0.729  -2.697
Si  -2.860  -0.590  -1.009
C  -3.825  -1.303  0.430
C  -2.786  1.245  -0.710
N  -1.229  -1.413  -1.128
C  -1.274  -2.768  -1.615
C  -2.481  -3.475  -1.647
C  -2.548  -4.783  -2.097
C  -1.409  -5.441  -2.531
C  -0.200  -4.767  -2.482
C  -0.129  -3.460  -2.024
H  -4.680  -0.349  -2.632
H  -3.695  -1.729  -3.123
H  -3.124  -0.080  -3.398
H  -4.288  -0.483  0.984
H  -3.161  -1.832  1.118
H  -4.621  -1.990  0.141
H  -3.840  1.545  -0.728
H  -2.276  1.810  -1.488
H  -2.400  1.537  0.262
H  -3.400  -3.028  -1.305
H  -3.505  -5.287  -2.099
H  -1.460  -6.461  -2.884
H  0.713  -5.261  -2.787
H  0.845  -3.009  -1.965

***

Formula: C2H5Br2N2
Source: the Open Molecules 2025 dataset
Level of theory: wB97M-V/def2-TZVPD

**HOMO energy**: -14.6676 eV
**Total charge**: +1
**Energy relative to the best compared isomer or geometry (same formula, charge and spin)**: 106.99 kJ/mol
**LUMO level**: -0.15712 Ha
**Frontier orbital gap**: 10.39 eV
**DFT total energy**: -5336.43450 Eh

Cartesian coordinates (Å):
C  -0.712  -0.375  0.516
C  1.886  0.130  -0.692
N  -2.027  -0.062  0.658
N  -0.033  0.060  -0.500
Br  2.560  -1.296  0.255
Br  2.256  1.818  0.027
H  -0.443  -1.103  1.202
H  1.997  0.038  -1.752
H  -2.490  -0.748  1.247
H  -2.593  0.732  0.188
H  -0.401  0.806  -1.149

***

Formula: C2H5N3O
Source: the Open Molecules 2025 dataset
Level of theory: wB97M-V/def2-TZVPD

**SMILES string**: [H]/N=C(N)/C=N\O
**HOMO energy**: -9.0192 eV
**Energy relative to the best compared isomer or geometry (same formula, charge and spin)**: 478.15 kJ/mol
**LUMO level**: 0.00069 Ha
**Frontier orbital gap**: 9.04 eV
**DFT total energy**: -318.56837 Eh

Cartesian coordinates (Å):
H  2.533  0.042  -0.166
N  1.930  -0.789  -0.101
C  0.699  -0.189  0.169
N  0.524  1.123  -0.161
C  -0.379  -1.179  0.134
N  -1.629  -0.998  -0.226
O  -1.953  0.346  -0.034
H  1.545  1.542  0.112
H  -0.321  1.668  0.035
H  0.052  -2.189  -0.105
H  -2.999  0.623  0.343

***

Formula: C7H15N
Source: the Open Molecules 2025 dataset
Level of theory: wB97M-V/def2-TZVPD

**SMILES string**: C=CCCCNCC
**HOMO energy**: -8.4870 eV
**Energy relative to the best compared isomer or geometry (same formula, charge and spin)**: 309.61 kJ/mol
**LUMO level**: 0.04100 Ha
**Frontier orbital gap**: 9.60 eV
**DFT total energy**: -330.34999 Eh

Cartesian coordinates (Å):
C  2.530  -0.180  1.828
C  1.415  -0.917  1.987
C  0.714  -1.783  0.948
C  -0.629  -1.053  0.835
C  -1.025  -1.032  -0.661
N  -1.428  0.267  -1.073
C  -0.296  1.275  -1.232
C  -0.764  2.457  -1.966
H  2.734  0.606  2.603
H  3.161  -0.034  0.938
H  0.733  -0.924  2.888
H  0.537  -2.820  1.278
H  1.298  -1.770  0.060
H  -0.806  -0.139  1.487
H  -1.495  -1.710  1.243
H  -1.943  -1.686  -0.819
H  -0.362  -1.614  -1.207
H  -2.113  0.687  -0.415
H  0.254  1.420  -0.285
H  0.436  0.694  -1.936
H  -0.487  2.408  -3.099
H  -1.933  2.450  -1.754
H  -0.531  3.399  -1.647

***

Formula: C3H2ClNO2
Source: the Open Molecules 2025 dataset
Level of theory: wB97M-V/def2-TZVPD

**HOMO energy (spin up / spin down)**: -9.4175 / -9.4208 eV
**Energy relative to the best compared isomer or geometry (same formula, charge and spin)**: 447.05 kJ/mol
**LUMO level (spin up / spin down)**: -0.05724 / -0.05715 Ha
**Frontier orbital gap (spin up / spin down)**: 7.86 / 7.87 eV
**DFT total energy**: -780.78095 Eh

Cartesian coordinates (Å):
C  -0.121  -0.511  0.719
C  -0.132  -0.431  -0.715
C  0.374  -2.035  0.942
N  0.203  -2.600  -0.296
O  0.713  -2.553  1.990
O  0.050  -1.639  -1.181
Cl  -1.859  -1.044  0.955
H  0.369  0.253  1.254
H  -0.226  0.451  -1.168

***

Formula: CN4O3S
Source: the Open Molecules 2025 dataset
Level of theory: wB97M-V/def2-TZVPD

**SMILES string**: N#CSN(N=O)[N+](=O)[O-]
**HOMO energy**: -10.4781 eV
**Energy relative to the best compared isomer or geometry (same formula, charge and spin)**: 76.77 kJ/mol
**LUMO level**: -0.04089 Ha
**Frontier orbital gap**: 9.37 eV
**DFT total energy**: -880.77652 Eh

Cartesian coordinates (Å):
N  2.684  0.366  1.147
C  2.149  -0.099  0.257
S  1.310  -0.574  -1.066
N  -0.264  -0.355  -0.357
N  -1.045  -1.426  -0.392
O  -2.184  -1.320  -0.178
N  -0.843  0.931  -0.134
O  -1.660  0.902  0.721
O  -0.438  1.813  -0.819